[1]
{"formula": "C35H23Cl5CoF5N2OSbSe", "method": "ωB97M-V/def2-TZVPD", "total_energy_ev": -227397.638, "multiplicity": 5, "homo_energy_ev": [-11.2, -11.2], "total_charge": 1, "s2": 6.027, "gap_ev": [8.94, 5.17], "symbols": ["Co", "Cl", "C", "C", "C", "Cl", "C", "Cl", "C", "Cl", "C", "Cl", "N", "C", "N", "C", "C", "O", "C", "C", "H", "H", "H", "H", "H", "H", "H", "H", "C", "C", "C", "C", "C", "C", "Sb", "C", "C", "C", "C", "C", "C", "C", "C", "C", "C", "C", "C", "H", "H", "H", "H", "H", "H", "H", "H", "H", "H", "H", "H", "H", "H", "H", "F", "C", "C", "F", "C", "F", "C", "Se", "C", "F", "C", "F"], "xyz": [[0.376059, -1.296772, -0.429902], [3.842430, -1.268484, 0.195497], [3.140423, -2.655483, -0.585500], [1.827246, -2.598866, -1.034683], [1.383816, -3.739734, -1.693944], [-0.227682, -3.723119, -2.396874], [2.139011, -4.893864, -1.859956], [1.492237, -6.268847, -2.664281], [3.436076, -4.920288, -1.356280], [4.392129, -6.333568, -1.513625], [3.948314, -3.788619, -0.726714], [5.558473, -3.809264, -0.129217], [-0.769959, -2.472991, 0.713968], [-1.645922, -3.224463, 0.791085], [-2.638532, -4.058749, 0.893527], [-3.416482, -4.502016, -0.279668], [-4.879779, -4.242016, 0.008965], [-5.269456, -4.880746, 1.209365], [-4.566045, -4.377758, 2.332582], [-3.074216, -4.613301, 2.190485], [-3.245792, -5.570210, -0.417436], [-3.076609, -3.970174, -1.165440], [-5.498882, -4.648896, -0.787582], [-5.059252, -3.161264, 0.081441], [-4.939045, -4.913273, 3.202080], [-4.768095, -3.306735, 2.457532], [-2.857600, -5.682547, 2.197143], [-2.522122, -4.128421, 2.992307], [-1.801025, 4.905928, 0.372674], [-1.137910, 4.583818, -0.804508], [-0.244267, 3.519250, -0.831109], [-0.016219, 2.770619, 0.321659], [-0.689283, 3.092413, 1.499192], [-1.575732, 4.161816, 1.524729], [1.325618, 1.125638, 0.300673], [2.409539, 1.602743, 2.047833], [2.839982, 0.597126, 2.910333], [3.590940, 0.923054, 4.031677], [3.912125, 2.248494, 4.291542], [3.463759, 3.255093, 3.445844], [2.708930, 2.936027, 2.325168], [2.534264, 1.729608, -1.327690], [3.238567, 2.931654, -1.311647], [3.982128, 3.315427, -2.419501], [4.026565, 2.503797, -3.545264], [3.335870, 1.300329, -3.563262], [2.593808, 0.912988, -2.454455], [-2.486385, 5.743901, 0.396135], [-1.304288, 5.171364, -1.699691], [0.283820, 3.285101, -1.748867], [-0.518773, 2.519869, 2.404229], [-2.089474, 4.413417, 2.444174], [2.595024, -0.439181, 2.713469], [3.925730, 0.140608, 4.701093], [4.511050, 2.498618, 5.157889], [3.693941, 4.290637, 3.662866], [2.329879, 3.731053, 1.693186], [3.218944, 3.571364, -0.438763], [4.528319, 4.249823, -2.402042], [4.608003, 2.806190, -4.407008], [3.383425, 0.657289, -4.432706], [2.092638, -0.049512, -2.466931], [-4.701285, 3.843155, -0.401776], [-3.900145, 2.874114, -0.791531], [-3.513107, 2.796932, -2.123017], [-3.946134, 3.704853, -2.985678], [-2.682243, 1.779345, -2.526431], [-2.335727, 1.727734, -3.803133], [-2.182252, 0.831343, -1.613992], [-1.011402, -0.472303, -2.247181], [-2.591070, 0.947288, -0.279055], [-2.170585, 0.074417, 0.634723], [-3.453981, 1.936701, 0.130519], [-3.862354, 2.000529, 1.390785]], "atomic_forces_ev_per_a": [[0.6, -0.3, 0.4], [-0.1, 0.1, 0.1], [0.1, -0.2, 0.0], [-0.2, 0.0, 0.0], [0.0, 0.0, -0.1], [0.0, 0.0, 0.1], [-0.1, -0.1, -0.1], [0.0, 0.0, 0.0], [0.0, 0.0, 0.0], [0.0, 0.0, 0.0], [0.0, 0.1, 0.0], [0.0, 0.0, 0.0], [-0.1, 0.1, -0.1], [-0.3, -0.3, 0.2], [0.2, 0.1, 0.0], [0.1, 0.0, 0.1], [-0.1, 0.0, 0.1], [0.1, 0.0, 0.0], [-0.1, 0.0, -0.1], [0.0, 0.1, -0.1], [0.0, 0.0, 0.0], [0.0, 0.0, 0.0], [0.0, 0.0, 0.0], [0.0, 0.0, 0.0], [0.0, 0.0, 0.0], [0.0, 0.0, 0.0], [0.0, 0.0, 0.0], [0.0, 0.0, 0.0], [0.1, 0.1, 0.1], [0.1, 0.0, 0.0], [-0.1, 0.0, 0.1], [0.0, 0.0, 0.0], [0.0, 0.1, 0.0], [0.0, 0.0, 0.0], [0.1, 0.0, 0.0], [0.0, 0.0, 0.0], [0.0, 0.1, 0.0], [0.0, 0.0, 0.0], [0.0, 0.0, 0.0], [0.0, 0.0, 0.0], [0.0, -0.1, 0.1], [0.0, 0.0, 0.0], [0.0, -0.1, -0.1], [0.0, 0.0, 0.0], [0.0, 0.0, 0.0], [0.0, 0.0, 0.0], [0.1, 0.1, 0.0], [0.0, 0.0, 0.0], [0.0, 0.0, 0.0], [0.0, 0.0, 0.0], [0.0, 0.0, 0.0], [0.0, 0.0, 0.0], [0.0, 0.0, 0.0], [0.0, 0.0, 0.0], [0.0, 0.0, 0.0], [0.0, 0.0, 0.0], [0.0, 0.0, 0.0], [0.0, 0.0, 0.0], [0.0, 0.0, 0.0], [0.0, 0.0, 0.0], [0.0, 0.0, 0.0], [0.0, 0.0, 0.0], [0.0, 0.0, 0.0], [-0.1, 0.0, 0.0], [-0.1, 0.0, 0.0], [0.0, 0.0, 0.0], [0.0, -0.1, 0.0], [0.1, -0.1, 0.0], [0.0, 0.0, -0.2], [-0.3, 0.3, -0.4], [-0.1, 0.0, 0.0], [0.1, 0.0, -0.1], [-0.1, 0.0, 0.0], [0.0, 0.0, 0.0]]}


[2]
{"formula": "C17H19N3O5S", "method": "ωB97M-V/def2-TZVPD", "total_energy_ev": -43479.276, "homo_energy_ev": -8.1, "gap_ev": 8.74, "smiles": "COc1ccc([C@@H]2Nc3ccccc3C(=O)N2NS(C)(=O)=O)c(OC)c1", "relative_energy_kj_mol": 291.8, "symbols": ["C", "H", "O", "C", "C", "C", "C", "C", "C", "H", "O", "C", "H", "H", "H", "C", "N", "C", "C", "C", "C", "C", "C", "C", "O", "N", "N", "H", "S", "O", "O", "C", "H", "H", "H", "H", "H", "H", "H", "H", "H", "H", "H", "H", "H"], "xyz": [[4.403228, -2.238268, -1.381474], [4.887805, -1.316826, -1.720822], [3.128648, -2.395171, -1.958801], [2.161687, -1.493608, -1.645164], [2.353058, -0.357344, -0.871104], [1.277839, 0.471736, -0.609962], [0.019901, 0.206773, -1.117457], [-0.168815, -0.934765, -1.914015], [0.901179, -1.768324, -2.175682], [0.794577, -2.667236, -2.757762], [-1.430770, -1.132091, -2.400891], [-1.696755, -2.336928, -3.090644], [-1.098350, -2.413201, -4.002596], [-2.752609, -2.293123, -3.354763], [-1.512403, -3.193179, -2.437782], [-1.182679, 1.056497, -0.753710], [-0.897393, 2.459485, -0.586686], [-0.460645, 2.941055, 0.621728], [0.221526, 4.154247, 0.717901], [0.592478, 4.646911, 1.953248], [0.295628, 3.945567, 3.114380], [-0.386522, 2.748120, 3.030244], [-0.771899, 2.240062, 1.794633], [-1.510016, 0.971998, 1.726383], [-1.891177, 0.354170, 2.705193], [-1.824714, 0.551209, 0.461649], [-2.343691, -0.738414, 0.388038], [-2.684243, -0.940004, -0.544595], [-1.289134, -1.983331, 0.911964], [-1.346919, -3.022937, -0.081851], [-0.007092, -1.443080, 1.246335], [-2.130554, -2.576886, 2.383604], [-3.077200, -2.990934, 2.067269], [-2.257431, -1.718003, 3.029591], [-1.503614, -3.331414, 2.839783], [-0.638934, 2.178371, 3.911082], [0.595018, 4.336214, 4.074388], [1.124127, 5.585387, 2.011948], [0.458114, 4.700676, -0.184087], [-0.496010, 2.892246, -1.406085], [-1.930799, 0.962219, -1.558950], [1.426490, 1.337259, 0.018136], [3.313717, -0.119257, -0.445928], [4.985768, -3.094672, -1.717806], [4.349580, -2.241206, -0.288880]], "atomic_forces_ev_per_a": [[0.2, 0.0, 0.1], [0.0, 0.0, 0.0], [-0.3, 0.0, -0.1], [-0.2, 0.1, 0.0], [0.3, -0.1, 0.1], [-0.2, -0.1, -0.3], [-0.2, 0.1, -0.3], [0.4, 0.3, 0.0], [0.0, -0.2, -0.1], [0.0, -0.1, -0.1], [0.1, 0.2, 0.1], [0.0, -0.2, -0.1], [0.0, 0.0, 0.0], [0.1, -0.1, 0.0], [0.0, 0.0, -0.1], [0.1, -0.4, -0.6], [-0.1, 0.1, -0.2], [-0.1, 0.1, 0.4], [0.0, 0.0, 0.0], [0.0, -0.1, -0.1], [0.0, 0.0, 0.2], [0.0, 0.0, -0.1], [0.3, 0.3, -0.1], [-0.5, 0.2, 0.2], [0.2, 0.2, 0.1], [-0.2, 0.1, 0.1], [0.4, -0.3, 0.3], [0.1, -0.1, -0.1], [-0.1, -0.6, 0.3], [-0.4, -0.1, 0.0], [-0.2, 0.1, 0.4], [0.3, 0.5, -0.6], [-0.2, -0.1, -0.1], [0.0, 0.0, 0.1], [0.2, -0.2, -0.1], [0.0, -0.1, 0.1], [0.0, 0.0, 0.1], [0.0, 0.1, 0.0], [0.0, 0.1, -0.1], [0.0, -0.1, 0.1], [0.2, 0.0, 0.3], [0.0, 0.1, 0.1], [0.1, 0.0, 0.0], [0.0, 0.1, 0.1], [0.0, 0.0, 0.0]]}


[3]
{"formula": "C11H18N2O2", "method": "ωB97M-V/def2-TZVPD", "total_energy_ev": -18753.112, "homo_energy_ev": [-14.8, -15.6], "total_charge": 2, "gap_ev": [6.36, 7.48], "relative_energy_kj_mol": 19.8, "symbols": ["C", "C", "C", "C", "C", "C", "C", "C", "C", "C", "C", "N", "N", "O", "O", "H", "H", "H", "H", "H", "H", "H", "H", "H", "H", "H", "H", "H", "H", "H", "H", "H", "H"], "xyz": [[-5.341187, -0.102742, 0.321021], [-4.730077, -1.355372, 0.513746], [-4.648303, 1.040479, 0.117488], [-3.378993, -1.500391, 0.581639], [-3.182429, 0.952290, 0.199436], [-2.585858, -0.373484, 0.374456], [-1.018408, 0.858158, -1.640292], [1.818972, 0.763921, -0.005081], [3.362761, 0.666698, 0.032039], [1.017352, -0.278178, -0.776710], [3.794228, -0.722791, 0.619946], [-0.390212, -0.011753, -0.653620], [5.344279, -0.617089, 0.966504], [-2.447464, 1.917943, 0.397586], [-1.244870, -0.591524, 0.238835], [-6.480019, -0.139848, 0.197808], [-5.360779, -2.238779, 0.565688], [-5.065569, 2.077752, -0.011393], [-2.859727, -2.425644, 0.803611], [-1.061258, 1.939313, -1.255576], [-0.467517, 0.815114, -2.519119], [-2.136939, 0.570020, -1.733317], [1.590521, 1.748041, -0.403931], [1.570727, 0.734993, 0.988181], [3.621369, 1.519731, 0.726411], [3.799641, 0.844596, -0.959944], [1.156674, -0.064661, -1.788843], [1.191340, -1.321011, -0.349532], [3.757609, -1.589811, -0.044890], [3.315552, -1.124251, 1.552826], [5.607633, -1.610064, 1.024260], [5.591990, -0.087603, 1.789503], [5.858951, -0.294066, 0.131269]], "atomic_forces_ev_per_a": [[-2.9, 0.5, -1.1], [-0.2, -0.7, 0.2], [0.4, 0.8, 0.1], [1.6, 0.0, 0.6], [0.0, 0.8, 1.3], [0.4, -0.3, -1.6], [-2.3, 1.0, 2.6], [1.2, 0.3, -1.7], [-0.8, -0.7, 0.7], [0.0, -1.4, 3.3], [1.3, 0.8, 0.7], [-3.8, 1.5, -0.9], [-1.2, -1.7, -1.9], [-0.1, 0.2, -0.4], [1.6, -0.8, 0.4], [1.8, 0.4, 0.5], [0.1, 0.1, 0.1], [0.3, -1.4, 0.1], [-0.3, -0.2, -0.2], [0.0, -1.3, -0.4], [0.8, -0.2, -1.7], [2.0, 0.2, -0.4], [-0.2, 0.1, 0.1], [-1.2, 0.1, 2.5], [0.3, -1.1, -0.7], [0.1, -0.2, 0.3], [0.7, -0.8, -1.8], [0.0, 1.1, -1.2], [0.0, 0.5, -0.4], [0.2, 1.1, -0.6], [0.5, 0.4, 0.7], [0.0, 0.2, 0.4], [-0.2, 0.3, 0.5]]}